# 1
ORCA calculation (the ωB97M-V functional and the def2-TZVPD basis) on a 10-piece molecular cluster, C28H48Cl12O12 overall.

Last column: Löwdin charge in e.
Atoms and positions in Å:
C  0.672  0.816  5.219  0.01
Cl  0.557  -0.699  -4.904  0.61
H  3.138  -2.252  1.332  0.04
H  -0.324  2.012  -6.998  0.12
H  5.273  -0.728  4.276  0.09
Cl  -3.139  -6.410  3.924  0.56
H  1.075  3.704  -1.351  0.04
C  -4.656  3.406  0.650  -0.64
O  -2.568  2.324  5.146  0.06
H  -1.770  1.019  6.446  0.14
C  5.395  0.326  4.523  -0.02
H  -0.475  0.806  1.157  0.06
H  4.084  -3.652  0.926  0.06
Cl  0.596  3.213  1.511  0.59
H  -0.029  0.547  -2.982  -0.01
Cl  -0.116  5.368  -2.185  0.65
C  4.848  1.136  3.363  -0.31
H  -4.151  -4.816  2.500  0.08
H  5.952  -0.326  2.163  0.13
C  -1.979  1.112  5.381  -0.11
Cl  -1.067  -3.382  3.956  0.53
C  0.763  4.668  -0.950  -0.73
H  -2.250  -3.487  2.010  0.04
H  -1.967  0.748  0.157  0.10
H  -1.764  2.364  -4.426  0.06
H  -3.685  -4.170  4.176  0.06
C  3.059  -3.296  1.027  -0.64
O  4.153  0.321  1.289  0.06
C  -0.466  0.879  -2.040  -0.01
O  0.435  3.739  -7.844  0.09
H  4.716  0.423  5.370  0.09
H  1.246  -3.464  2.055  0.04
O  -2.075  4.416  4.639  0.10
C  5.355  0.576  2.028  -0.07
H  -0.035  4.373  -5.089  0.13
O  -0.231  5.713  -8.565  0.10
H  0.675  1.189  6.243  0.08
O  -0.714  -3.142  0.047  0.08
C  -3.427  -4.785  3.315  -0.65
O  -0.707  2.627  4.210  0.02
H  -5.248  4.011  1.337  0.07
H  -1.613  -5.137  2.285  0.01
Cl  -3.598  3.147  -1.842  0.54
H  -2.135  -1.426  -5.987  0.07
H  0.325  -3.009  -5.093  0.06
H  4.999  2.207  3.498  0.15
H  2.243  -6.530  -1.344  0.05
C  3.045  0.474  2.031  -0.47
H  -0.840  -1.911  -7.119  0.06
O  -1.167  4.722  -6.795  0.11
Cl  -0.776  -7.317  0.722  0.59
Cl  -3.330  2.781  1.696  0.63
O  3.448  0.868  3.314  0.03
C  -0.194  4.396  0.320  -0.53
H  0.113  -5.622  -0.696  0.04
C  2.206  -3.979  2.094  -0.66
H  0.888  -0.250  5.156  0.09
C  -2.088  -4.272  2.749  -0.64
C  -0.697  -1.916  0.004  -0.51
H  -2.510  3.968  -4.551  0.06
C  -1.039  0.238  0.417  -0.16
O  -1.276  -1.042  0.915  0.07
Cl  2.477  -3.433  -0.668  0.60
H  -0.214  1.908  -1.783  0.06
C  0.183  2.904  -6.630  -0.02
C  1.609  -7.093  -0.660  -0.65
H  -2.528  0.243  5.017  0.14
O  1.924  0.016  1.821  0.10
H  -0.745  0.843  3.541  0.14
H  -5.105  4.731  -1.016  0.07
H  -0.330  -7.109  -1.567  0.06
H  0.887  0.210  -0.419  0.14
Cl  2.952  -3.750  3.671  0.58
C  -0.389  -2.190  -5.002  -0.65
H  1.123  2.615  -6.161  0.13
C  -1.949  3.207  -5.092  -0.02
H  -5.384  2.648  0.360  0.07
C  -1.388  -2.185  -6.218  -0.69
C  0.128  -6.711  -0.661  -0.69
Cl  -1.975  -3.801  -6.452  0.60
H  -1.553  0.936  -2.078  0.06
C  -0.130  0.064  -0.783  -0.35
H  -1.013  3.833  -0.128  0.01
C  -0.329  4.774  -7.755  -0.66
Cl  1.686  -8.799  -1.222  0.53
H  -0.865  -2.394  -4.044  0.07
C  -4.240  4.264  -0.545  -0.57
C  -1.719  3.243  4.734  -0.63
H  -0.399  5.312  0.873  0.07
H  1.559  5.377  -0.722  0.07
C  -0.685  1.220  4.562  -0.25
H  -3.506  4.974  -0.165  0.07
H  5.904  1.310  1.438  0.13
H  1.488  1.290  4.672  0.06
H  2.188  -7.064  0.264  0.06
C  -0.705  3.856  -5.775  -0.28
O  -0.139  -1.278  -1.004  0.09
H  2.227  -5.038  1.836  0.06
H  -2.588  2.800  -5.876  0.09
H  6.393  0.650  4.818  0.09

Atoms 1-2, force components in eV/Å:
-0.94 0.82 -0.54
0.05 0.19 -0.35

For the highest occupied orbital energy, the calculation gives -10.23 eV. The calculation puts the energy above the lowest of the compared OMol25 structures with the same formula, charge and spin at 0.00 kcal/mol. Its net charge is 0. The SMILES is C[C@H]1COC(=O)O1.C[C@H]1COC(=O)O1.C[C@H]1COC(=O)O1.C[C@H]1COC(=O)O1.ClCCCl.ClCCCl.ClCCCl.ClCCCl.ClCCCl.ClCCCl. For the largest force on an atom, the calculation gives 6.95 eV/Å.

=====

# 2
ORCA calculation (the ωB97M-V functional and the def2-TZVPD basis) on a 2-piece molecular cluster, C3H9NO2S overall.

Last column: Mulliken spin population.
Atoms and positions in Å:
C  -0.927  0.980  0.557  0.00
H  -2.642  -0.650  0.547  0.00
H  3.094  0.466  -0.564  0.05
S  3.102  -1.932  -0.961  0.98
N  0.425  0.999  -0.009  0.01
H  0.205  1.157  -0.993  0.00
H  -0.865  0.213  1.387  0.00
O  -3.385  -1.330  0.448  0.00
H  0.580  -1.075  0.115  -0.01
H  -1.012  1.888  1.217  0.00
H  1.755  -0.149  1.152  0.00
C  2.341  -0.298  -0.835  -0.07
O  -1.939  0.749  -0.295  0.00
H  1.981  -0.004  -1.822  0.00
H  -3.947  -0.811  -0.147  0.00
C  1.232  -0.203  0.203  0.04

Atoms 1-2, force components in eV/Å:
-0.86 -0.51 2.01
-0.77 -0.43 -0.80

For the highest occupied orbital energy (spin up / spin down), the calculation gives -3.24 / -3.22 eV. The calculation puts the energy above the lowest of the compared OMol25 structures with the same formula, charge and spin at 31.06 kcal/mol. Its net charge is -1. The expectation value of S² is 0.7530. As for the spin multiplicity: 2. For the largest force on an atom, the calculation gives 2.24 eV/Å.

=====

# 3
ORCA calculation (the ωB97M-V functional and the def2-TZVPD basis) on C30H46Cl2N3O6SbSi3V as an isolated structure.

Last column: Mulliken spin population.
Atoms and positions in Å:
Cl  -7.608  -2.754  2.032  0.00
N  0.108  0.758  -1.832  0.02
H  2.991  5.693  3.952  0.00
C  -2.287  0.997  2.403  0.01
H  2.101  3.185  0.587  0.00
C  1.601  -5.295  1.138  0.00
H  3.894  0.840  2.143  0.00
H  1.436  -4.954  -3.507  0.00
H  4.045  -2.078  -4.016  0.00
H  1.505  1.714  4.540  0.00
H  1.083  -5.665  2.026  0.00
C  2.645  4.750  3.546  0.00
C  1.264  1.045  1.940  -0.02
C  -3.966  -1.649  3.230  0.00
C  2.254  3.727  4.402  0.00
Cl  -3.035  -1.724  4.672  0.00
C  -5.249  -2.191  3.208  0.00
C  1.760  2.326  2.508  0.00
H  0.330  -3.676  -2.966  0.00
H  3.931  -5.352  -1.677  0.00
C  -4.221  -0.946  0.941  0.00
H  -5.642  -2.670  4.094  0.00
O  -2.193  -0.447  2.209  -0.04
V  0.089  -0.423  -0.002  1.31
N  0.319  -0.986  2.036  -0.24
H  0.842  -5.042  0.399  0.00
C  -1.791  3.280  1.723  0.00
Si  2.731  -3.859  1.588  0.00
H  1.919  -4.052  3.907  0.00
H  0.890  -4.894  -1.831  0.00
C  2.594  4.559  2.174  0.00
H  2.296  3.870  5.474  0.00
C  6.049  -1.596  -0.122  0.00
H  4.314  -4.834  -3.316  0.00
H  5.087  -4.044  -1.947  0.00
H  3.402  1.303  -0.844  0.00
C  1.814  2.519  3.887  -0.01
O  -1.000  1.416  0.480  0.01
H  6.511  -1.918  0.812  0.00
C  -0.908  -1.261  1.579  -0.12
H  2.338  -2.118  -4.469  0.00
H  -1.511  -3.110  2.534  0.00
H  -6.111  -1.399  0.036  0.00
O  1.450  0.848  0.656  -0.02
O  -0.441  -1.758  -1.336  0.02
H  -0.787  3.706  1.706  0.00
H  2.916  -0.962  -3.265  0.00
H  0.890  1.386  -1.963  0.00
H  -4.592  -0.084  -1.040  0.00
N  0.671  0.208  2.721  0.05
H  4.632  -5.300  2.132  0.00
C  2.153  3.349  1.655  0.00
C  2.425  -3.268  3.337  0.00
C  -0.817  -1.395  -2.541  0.00
O  -1.517  -2.064  -3.270  0.00
H  -0.907  0.427  -3.692  0.00
H  -2.156  -2.898  0.876  0.00
H  6.760  -0.944  -0.637  0.00
C  -1.316  -2.702  1.539  -0.03
H  5.194  -3.653  1.833  0.00
C  -1.687  1.793  1.497  0.01
H  -2.270  3.534  2.668  0.00
H  5.547  0.219  2.249  0.00
H  4.489  0.488  -1.995  0.00
Si  2.715  -3.276  -2.294  0.00
H  -2.363  3.728  0.908  0.00
H  4.808  -4.713  0.474  0.00
C  4.516  -0.043  1.993  0.00
C  -5.504  -1.468  0.929  0.00
H  5.906  -2.479  -0.739  0.00
C  -0.226  -0.065  -2.999  0.01
O  -2.617  -0.208  -0.684  0.01
C  -3.761  -0.346  -0.364  0.00
Sb  2.347  -1.994  -0.097  -0.01
C  4.367  0.809  -0.957  0.00
C  4.509  -4.427  1.481  0.00
Si  4.472  -0.635  0.222  0.00
H  -0.462  -3.225  1.109  0.01
C  4.152  -4.479  -2.294  0.00
H  4.179  -0.808  2.696  0.00
C  -3.453  -1.036  2.101  0.01
H  -0.682  1.343  -1.564  0.01
H  3.376  -3.058  3.831  0.00
H  5.157  1.532  -0.731  0.00
H  2.898  5.354  1.504  0.00
C  -6.008  -2.097  2.063  0.00
H  1.807  -2.371  3.373  0.00
H  -2.682  1.226  3.376  0.00
H  2.193  -6.117  0.729  0.00
C  1.191  -4.280  -2.680  0.00
H  0.690  -0.308  -3.540  0.00
C  3.026  -1.984  -3.631  0.00

Atoms 1-2, force components in eV/Å:
0.03 0.00 0.02
-0.33 -0.11 -0.06

For the highest occupied orbital energy (spin up / spin down), the calculation gives -7.20 / -7.01 eV. The calculation puts the energy above the lowest of the compared OMol25 structures with the same formula, charge and spin at 123.56 kcal/mol. Its net charge is 0. The expectation value of S² is 0.9212. As for the spin multiplicity: 2. For the largest force on an atom, the calculation gives 1.47 eV/Å.

=====

> Which of these has the highest energy above the lowest of the compared OMol25 structures with the same formula, charge and spin?

C30H46Cl2N3O6SbSi3V

=====

> Number 2 is which compound?

C3H9NO2S